1.
Molecular formula: C19H25N5O3S
Method: DFT, the ωB97M-V functional and the def2-TZVPD basis

Cartesian coordinates (Å):
C: 3.806 -3.812 -4.679
H: 4.343 -4.742 -4.848
H: 4.519 -2.991 -4.685
C: 3.049 -3.877 -3.355
N: 2.271 -2.688 -3.081
S: 0.913 -2.447 -4.023
O: 1.114 -1.391 -4.978
O: 0.473 -3.725 -4.494
C: -0.219 -1.856 -2.766
C: -0.630 -0.538 -2.763
C: -1.457 -0.085 -1.749
C: -1.869 -0.959 -0.747
C: -1.475 -2.293 -0.783
C: -0.639 -2.741 -1.790
H: -0.313 -3.767 -1.843
H: -1.830 -2.969 -0.020
C: -2.826 -0.511 0.318
O: -3.945 -0.979 0.405
N: -2.376 0.443 1.164
C: -1.026 0.970 1.182
H: -0.947 1.847 0.527
H: -0.330 0.210 0.822
C: -0.655 1.380 2.605
N: -1.557 2.411 3.060
C: -1.151 3.385 3.894
N: -2.057 4.308 4.245
C: -1.650 5.251 5.072
C: -0.353 5.314 5.561
C: 0.505 4.313 5.127
N: 0.125 3.352 4.308
H: 1.539 4.270 5.445
H: -0.032 6.090 6.233
H: -2.400 5.984 5.346
C: -2.912 2.373 2.554
H: -3.581 2.760 3.325
C: -3.275 0.942 2.192
H: -4.293 0.882 1.799
H: -3.221 0.304 3.082
H: -3.007 3.019 1.672
H: -0.704 0.506 3.267
H: 0.362 1.776 2.643
H: -1.796 0.940 -1.744
H: -0.299 0.111 -3.559
C: 2.960 -1.477 -2.688
C: 2.811 -1.222 -1.189
H: 3.227 -2.052 -0.624
H: 1.761 -1.119 -0.926
H: 3.336 -0.311 -0.914
H: 2.528 -0.649 -3.256
H: 4.020 -1.545 -2.946
H: 2.337 -4.703 -3.388
H: 3.735 -4.032 -2.518
H: 3.095 -3.660 -5.488

E_LUMO (eV): 0.35
ΔE to the lowest compared entry with this formula, charge and spin (kJ/mol): 112.53
Kohn-Sham gap (eV): 8.9
Energy (eV): -44537.204
HOMO energy (hartree): -0.31300
Structure (SMILES): CCN(CC)S(=O)(=O)c1ccc(C(=O)N2CCN(c3ncccn3)CC2)cc1
Charge: 0

Mulliken population analysis, charges in e, atoms 1 to 8:
1 C -1.023
2 H 0.402
3 H 0.281
4 C -0.667
5 N 0.344
6 S 1.279
7 O -0.685
8 O -0.723

=====

2.
Molecular formula: C19H25N5O7
Method: DFT, the ωB97M-V functional and the def2-TZVPD basis

Cartesian coordinates (Å):
O: -5.854 1.318 2.597
O: 8.614 1.169 -2.986
O: -2.257 -1.735 1.752
O: 6.412 0.145 0.774
N: -9.009 1.863 1.104
N: -9.439 3.334 2.858
O: -9.926 2.820 1.625
O: -4.055 -2.562 -0.212
O: -1.050 -0.409 0.314
C: -6.824 0.962 1.922
C: 7.921 0.264 -3.428
C: -2.051 -1.274 0.632
C: 7.000 0.187 -0.304
C: -8.039 1.793 1.979
C: -8.323 2.715 3.051
C: -7.682 -2.109 -0.188
C: -6.410 -2.629 -0.431
C: -7.828 -0.942 0.567
C: -5.433 -0.824 0.829
C: -5.273 -1.991 0.063
C: -6.705 -0.268 1.089
N: -7.592 2.994 4.184
N: 8.325 0.011 -0.373
N: 6.809 -0.158 -2.830
C: 8.335 -0.466 -4.683
C: -2.970 -1.664 -0.535
C: 9.181 -0.288 0.774
C: 0.874 0.922 0.867
C: -0.197 -0.021 1.401
C: 4.765 -0.123 -1.534
C: 6.204 0.415 -1.619
H: -8.560 -2.619 -0.573
H: -6.293 -3.541 -1.008
H: -8.838 -0.591 0.754
H: -4.557 -0.347 1.256
H: -6.629 2.652 4.203
H: -7.847 3.831 4.699
H: 8.762 0.184 -1.271
H: 6.321 -0.928 -3.256
H: 8.512 -1.514 -4.450
H: 7.549 -0.379 -5.431
H: 9.252 -0.019 -5.066
H: -2.346 -2.150 -1.288
H: -3.358 -0.746 -0.987
H: 10.185 -0.549 0.436
H: 9.233 0.583 1.429
H: 8.761 -1.122 1.339
H: 1.462 0.428 0.087
H: 1.550 1.220 1.675
H: 0.413 1.822 0.447
H: 0.281 -0.900 1.848
H: -0.777 0.485 2.182
H: 4.778 -1.197 -1.347
H: 4.231 0.082 -2.463
H: 4.239 0.371 -0.715
H: 6.150 1.496 -1.758

E_LUMO (eV): -0.76
Kohn-Sham gap (eV): 8.5
Energy (eV): -41890.024
HOMO energy (hartree): -0.33860
Structure (SMILES): CCOC(=O)COc1cccc(C(=O)c2nonc2N)c1.CNC(=O)[C@H](C)NC(C)=O
Charge: 0

Mulliken population analysis, charges in e, atoms 1 to 8:
1 O -0.690
2 O -0.684
3 O -0.550
4 O -0.685
5 N -0.401
6 N -0.521
7 O -0.136
8 O -0.446

=====

3.
Molecular formula: C19H25NO2
Method: DFT, the ωB97M-V functional and the def2-TZVPD basis

Cartesian coordinates (Å):
C: -1.583 -2.161 -2.571
O: -2.167 -1.276 -1.650
C: -1.961 -1.493 -0.315
C: -1.201 -2.538 0.194
C: -1.027 -2.676 1.562
C: -1.610 -1.777 2.434
C: -2.376 -0.739 1.927
C: -2.562 -0.576 0.564
C: -3.393 0.562 0.047
H: -4.308 0.626 0.641
H: -3.668 0.371 -0.991
C: -2.686 1.936 0.129
N: -1.631 2.167 -0.831
H: -1.942 1.865 -1.748
C: -0.338 1.563 -0.521
C: 0.439 2.492 0.432
H: 1.150 3.087 -0.142
H: -0.267 3.184 0.894
C: 1.180 1.726 1.536
C: 2.180 0.761 0.969
C: 3.381 1.217 0.441
C: 4.288 0.342 -0.129
C: 4.004 -1.017 -0.182
C: 2.810 -1.486 0.352
C: 1.914 -0.602 0.922
H: 0.992 -0.981 1.337
H: 2.602 -2.544 0.314
O: 4.864 -1.916 -0.742
H: 5.651 -1.458 -1.058
H: 5.220 0.713 -0.536
H: 3.613 2.272 0.474
H: 0.453 1.181 2.143
H: 1.689 2.447 2.180
C: 0.429 1.330 -1.818
H: 0.537 2.268 -2.359
H: 1.416 0.927 -1.606
H: -0.105 0.624 -2.451
H: -0.468 0.592 -0.021
H: -3.444 2.710 -0.038
H: -2.276 2.075 1.132
H: -2.842 -0.036 2.603
H: -1.474 -1.882 3.499
H: -0.429 -3.492 1.940
H: -0.732 -3.251 -0.466
H: -1.955 -3.183 -2.442
H: -0.490 -2.158 -2.495
H: -1.875 -1.797 -3.556

E_LUMO (eV): 0.78
ΔE to the lowest compared entry with this formula, charge and spin (kJ/mol): 152.10
Kohn-Sham gap (eV): 8.8
Energy (eV): -25693.789
HOMO energy (hartree): -0.29340
Structure (SMILES): COc1ccccc1CCN[C@@H](C)CCc1ccc(O)cc1
Charge: 0

Mulliken population analysis, charges in e, atoms 1 to 8:
1 C -1.027
2 O -0.407
3 C 0.863
4 C -0.453
5 C -0.799
6 C -0.740
7 C -0.319
8 C 0.559

=====

4.
Molecular formula: C19H25NO4
Method: DFT, the ωB97M-V functional and the def2-TZVPD basis

Cartesian coordinates (Å):
O: -0.521 3.299 -1.439
C: -0.127 2.548 -0.569
N: 1.055 2.651 0.095
C: 2.067 3.602 -0.036
C: 2.002 4.651 -0.949
C: 3.044 5.557 -1.025
C: 4.152 5.435 -0.203
C: 4.217 4.391 0.705
C: 3.183 3.479 0.790
H: 3.235 2.665 1.500
H: 5.077 4.286 1.350
H: 4.960 6.147 -0.269
H: 2.987 6.369 -1.735
H: 1.140 4.746 -1.587
H: 1.212 1.941 0.800
C: -0.939 1.378 -0.117
C: -2.144 1.145 -0.636
C: -3.019 0.012 -0.206
C: -3.176 -1.048 -1.291
C: -3.598 -0.665 -2.678
C: -2.213 -1.175 -2.430
H: -1.398 -0.470 -2.483
H: -1.955 -2.166 -2.770
H: -3.721 0.382 -2.906
H: -4.301 -1.303 -3.193
H: -3.592 -1.970 -0.903
C: -2.464 -0.570 1.102
C: -0.939 -0.666 1.056
O: -0.581 -1.560 0.052
C: 0.797 -1.893 -0.013
C: 1.182 -3.001 0.969
H: 0.957 -2.686 1.990
H: 2.258 -3.171 0.901
C: 0.424 -4.294 0.675
C: 0.535 -5.286 1.833
O: -0.031 -4.794 3.025
H: -0.956 -4.580 2.856
H: 0.065 -6.239 1.551
H: 1.585 -5.476 2.069
H: -0.629 -4.049 0.507
H: 0.810 -4.758 -0.234
H: 0.954 -2.232 -1.040
H: 1.408 -1.000 0.161
O: -0.346 0.604 0.858
H: -0.544 -0.985 2.036
H: -2.727 0.082 1.937
H: -2.870 -1.564 1.288
H: -4.021 0.412 0.003
H: -2.495 1.819 -1.400

E_LUMO (eV): 0.59
ΔE to the lowest compared entry with this formula, charge and spin (kJ/mol): 228.28
Kohn-Sham gap (eV): 9.0
Energy (eV): -29787.962
HOMO energy (hartree): -0.31025
Structure (SMILES): O=C(Nc1ccccc1)C1=C[C@@H](C2CC2)C[C@@H](OCCCCO)O1
Charge: 0

Mulliken population analysis, charges in e, atoms 1 to 8:
1 O -0.726
2 C 0.113
3 N 0.052
4 C 0.762
5 C -0.516
6 C -0.585
7 C -0.476
8 C -0.565

=====

5.
Molecular formula: C19H26AlBr5Cl3MgN2O4S
Method: DFT, the ωB97M-V functional and the def2-TZVPD basis

Cartesian coordinates (Å):
C: 0.415 1.273 4.586
C: -0.543 0.286 3.993
C: -1.434 -0.443 4.775
C: -2.319 -1.342 4.181
C: -2.312 -1.513 2.797
C: -1.428 -0.758 1.998
C: -1.527 -1.013 0.528
N: -0.221 -0.902 -0.125
C: 0.565 -2.000 -0.015
C: 1.814 -2.026 -0.579
C: 2.243 -0.889 -1.263
C: 1.447 0.242 -1.355
C: 1.865 1.519 -2.014
C: 1.060 1.908 -3.258
C: -0.382 2.359 -3.019
N: -0.576 3.001 -1.717
C: 0.187 0.197 -0.767
C: -0.551 0.122 2.594
H: 0.228 1.441 5.636
H: 0.329 2.201 4.030
H: 1.429 0.920 4.411
H: -1.441 -0.288 5.840
H: -2.989 -1.917 4.797
H: -3.010 -2.197 2.324
H: -1.835 -2.049 0.394
H: -2.238 -0.343 0.057
H: 0.132 -2.801 0.611
H: 2.437 -2.894 -0.458
H: 3.236 -0.892 -1.695
H: 2.901 1.432 -2.319
H: 1.805 2.323 -1.288
H: 1.090 1.144 -4.036
H: 1.586 2.761 -3.680
H: -0.657 3.029 -3.837
H: -1.122 1.546 -3.064
H: -1.580 3.032 -1.565
H: -0.318 3.985 -1.748
H: -0.480 1.045 -0.776
H: 0.138 0.705 2.000
C: -4.962 -5.334 2.138
Br: -4.106 -4.277 3.467
Br: -4.784 -4.569 0.353
Br: -4.269 -7.135 2.317
H: -6.020 -5.362 2.374
Br: -4.530 0.233 4.735
Al: -1.224 -3.667 2.072
Br: -5.855 -4.555 5.478
O: 0.103 5.734 1.231
S: 1.287 5.976 0.393
O: 1.807 7.321 0.635
O: 0.899 5.878 -1.021
O: 2.313 4.973 0.697
Mg: -1.381 0.344 -4.745
Cl: 4.978 -0.219 -3.091
C: 5.384 -0.146 -4.833
C: 4.264 0.470 -5.628
Cl: 2.814 -0.572 -5.659
H: 5.608 -1.157 -5.162
H: 6.283 0.458 -4.928
H: 4.583 0.611 -6.659
H: 3.971 1.434 -5.220
Cl: -5.107 -8.644 4.082

E_LUMO (eV): -7.76
Kohn-Sham gap (eV): 1.6
Energy (eV): -441931.251
HOMO energy (hartree): -0.34338
Charge: +1

Mulliken population analysis, charges in e, atoms 1 to 8:
1 C -1.532
2 C 0.745
3 C -0.851
4 C -2.003
5 C 0.005
6 C 0.801
7 C -1.976
8 N 0.484

=====

6.
Molecular formula: C19H26BeClNO2Si2
Method: DFT, the ωB97M-V functional and the def2-TZVPD basis

Cartesian coordinates (Å):
Be: -0.484 0.257 -0.504
C: 0.719 -2.291 1.709
Si: 1.606 -0.642 1.497
C: 3.354 -0.880 2.162
C: 0.771 0.589 2.653
C: 1.564 -0.023 -0.240
C: 1.470 1.428 -0.353
C: 2.477 2.405 -0.303
C: 2.120 3.731 -0.189
C: 0.772 4.096 -0.118
C: -0.173 3.106 -0.223
N: 0.182 1.826 -0.396
Si: 2.460 -0.859 -1.629
C: 2.054 -2.688 -1.821
C: 2.048 0.020 -3.243
C: 4.341 -0.795 -1.466
H: 0.864 -2.664 2.726
H: 1.078 -3.059 1.021
H: -0.355 -2.183 1.550
H: 3.340 -1.215 3.202
H: 3.919 0.055 2.115
H: 3.906 -1.621 1.579
H: 0.723 0.163 3.659
H: -0.246 0.838 2.348
H: 1.338 1.523 2.717
H: 3.513 2.097 -0.292
H: 2.887 4.492 -0.110
H: 0.477 5.127 0.012
H: -1.236 3.308 -0.184
H: 1.031 -2.855 -2.152
H: 2.208 -3.247 -0.896
H: 2.719 -3.117 -2.574
H: 0.971 0.106 -3.397
H: 2.467 -0.526 -4.092
H: 2.471 1.028 -3.260
H: 4.681 -1.316 -0.569
H: 4.700 0.235 -1.396
H: 4.826 -1.257 -2.330
Cl: -5.138 -4.644 0.769
C: -4.107 -3.250 0.650
C: -4.236 -2.217 1.592
C: -3.437 -1.104 1.535
C: -2.454 -0.976 0.531
O: -1.676 0.061 0.501
C: -2.356 -2.016 -0.426
C: -1.485 -1.850 -1.537
O: -0.755 -0.862 -1.727
C: -3.186 -3.152 -0.352
H: -4.982 -2.311 2.371
H: -3.530 -0.310 2.263
H: -1.469 -2.639 -2.297
H: -3.087 -3.937 -1.092

E_LUMO (eV): -0.68
ΔE to the lowest compared entry with this formula, charge and spin (kJ/mol): 0.00
Kohn-Sham gap (eV): 6.9
Energy (eV): -54394.608
HOMO energy (hartree): -0.27676
Charge: 0

Mulliken population analysis, charges in e, atoms 1 to 8:
1 Be -1.007
2 C -0.858
3 Si 0.320
4 C -1.321
5 C -1.022
6 C 3.073
7 C -1.997
8 C -0.822

=====

7.
Molecular formula: C19H26Br45FInO3S
Method: DFT, the ωB97M-V functional and the def2-TZVPD basis

Cartesian coordinates (Å):
O: -1.746 -0.178 -0.483
S: -0.953 1.064 -0.613
O: -0.070 0.972 -1.805
O: -0.032 1.203 0.772
C: -2.034 2.569 -0.726
C: -3.522 2.148 -0.633
C: -4.443 3.351 -0.284
C: -5.864 3.192 -0.949
In: -6.887 1.308 -0.208
F: -7.082 -0.127 -1.716
H: 0.012 2.144 0.974
H: -1.771 3.015 -1.693
H: -1.740 3.255 0.083
H: -3.848 1.578 -1.512
H: -3.600 1.441 0.207
H: -4.637 3.317 0.800
H: -4.029 4.326 -0.588
H: -6.455 4.038 -0.563
H: -5.727 3.219 -2.042
H: -6.051 0.668 1.246
H: -8.578 1.773 0.243
C: 3.238 -0.033 1.293
Br: 2.593 -1.358 2.542
Br: 3.724 1.614 2.184
Br: 4.683 -0.711 0.202
H: 2.417 0.197 0.624
C: -5.109 6.802 -3.443
Br: -6.454 5.743 -4.340
Br: -5.444 6.922 -1.545
Br: -3.326 6.138 -3.793
H: -5.165 7.803 -3.849
C: 2.560 -4.672 4.985
Br: 1.312 -3.216 5.238
Br: 4.368 -4.036 4.722
Br: 2.464 -5.953 6.432
H: 2.269 -5.189 4.081
C: 4.756 -6.926 9.901
Br: 2.918 -7.427 9.568
Br: 5.553 -8.001 11.297
Br: 5.812 -6.964 8.281
H: 4.749 -5.903 10.252
C: 5.171 -0.196 -3.739
Br: 3.558 0.733 -3.225
Br: 4.824 -1.550 -5.076
Br: 6.557 1.029 -4.306
H: 5.538 -0.706 -2.858
C: 5.785 -12.291 9.627
Br: 6.109 -10.503 8.967
Br: 5.559 -12.310 11.548
Br: 4.295 -13.129 8.723
H: 6.665 -12.879 9.404
C: -1.580 8.231 -7.139
Br: -2.087 9.710 -5.999
Br: -0.415 6.980 -6.236
Br: -3.128 7.344 -7.878
H: -1.015 8.644 -7.964
C: -4.697 -3.173 0.726
Br: -6.372 -3.436 -0.199
Br: -4.757 -1.610 1.859
Br: -4.153 -4.759 1.703
H: -3.942 -2.990 -0.027
C: -1.190 4.590 -10.835
Br: -0.364 6.265 -10.342
Br: -1.723 3.623 -9.249
Br: -2.673 4.846 -12.051
H: -0.448 4.000 -11.354
C: -2.220 -0.333 4.510
Br: -3.493 1.095 4.777
Br: -0.434 0.351 4.238
Br: -2.286 -1.645 5.929
H: -2.504 -0.839 3.593
C: -2.839 1.604 -5.498
Br: -3.361 0.569 -3.952
Br: -3.855 1.105 -7.070
Br: -2.947 3.506 -5.159
H: -1.802 1.374 -5.702
C: -6.037 -2.412 -7.880
Br: -7.402 -1.576 -6.797
Br: -6.569 -4.174 -8.474
Br: -5.515 -1.287 -9.364
H: -5.164 -2.536 -7.253
C: 9.087 4.050 -6.130
Br: 7.317 3.770 -6.855
Br: 9.143 5.579 -4.948
Br: 9.774 2.457 -5.272
H: 9.741 4.268 -6.963
C: -0.710 2.117 7.665
Br: -1.987 3.541 7.946
Br: 1.079 2.802 7.395
Br: -0.771 0.809 9.089
H: -0.996 1.608 6.752
C: 10.191 -6.288 7.199
Br: 9.848 -7.750 8.418
Br: 9.028 -6.350 5.654
Br: 10.101 -4.575 8.092
H: 11.204 -6.406 6.839

E_LUMO (eV): 0.71
Kohn-Sham gap (eV): 5.9
Energy (eV): -3196900.519
HOMO energy (hartree): -0.19151
Charge: -1

Mulliken population analysis, charges in e, atoms 1 to 8:
1 O -0.597
2 S 1.144
3 O -0.606
4 O -0.310
5 C -0.816
6 C 0.055
7 C -0.640
8 C -1.223

=====

8.
Molecular formula: C19H26ClF16NO6P
Method: DFT, the ωB97M-V functional and the def2-TZVPD basis

Cartesian coordinates (Å):
C: -0.276 -4.860 -0.502
C: -1.074 -4.731 -1.825
C: -0.392 -5.583 -2.908
C: -2.517 -5.254 -1.707
C: -3.572 -4.310 -1.115
Cl: -3.430 -4.232 0.661
P: -5.313 -4.973 -1.438
O: -6.151 -5.098 -0.244
O: -5.940 -4.017 -2.570
O: -5.156 -6.357 -2.229
C: -3.429 -2.921 -1.755
C: -2.014 -2.327 -1.812
C: -1.546 -1.755 -0.469
C: -2.052 -1.177 -2.839
N: -1.057 -3.335 -2.321
O: 0.103 -2.883 -2.580
H: -0.894 -5.238 0.311
H: 0.561 -5.548 -0.637
H: 0.151 -3.904 -0.203
H: 0.683 -5.421 -2.910
H: -0.804 -5.333 -3.888
H: -0.609 -6.637 -2.714
H: -2.835 -5.563 -2.704
H: -2.474 -6.162 -1.101
H: -6.693 -3.545 -2.198
H: -4.833 -6.243 -3.127
H: -3.816 -2.974 -2.773
H: -4.049 -2.206 -1.209
H: -2.269 -1.002 -0.144
H: -0.568 -1.294 -0.584
H: -1.485 -2.502 0.321
H: -3.013 -0.662 -2.794
H: -1.888 -1.574 -3.842
H: -1.254 -0.463 -2.642
C: 1.876 4.373 -1.051
C: 0.967 3.250 -0.534
C: 0.920 1.938 -1.324
F: 0.436 2.135 -2.563
F: 0.091 1.082 -0.682
F: -0.280 3.708 -0.327
F: 1.489 2.894 0.684
O: 1.262 5.397 -1.807
C: 1.154 5.340 -3.166
C: -0.311 5.376 -3.622
F: -0.996 4.344 -3.095
F: -0.346 5.270 -4.968
F: 1.805 4.288 -3.686
F: 1.731 6.457 -3.667
H: 2.221 4.879 -0.149
H: 2.752 3.966 -1.556
H: 1.914 1.487 -1.386
H: -0.772 6.316 -3.315
C: 2.388 2.639 5.848
C: 2.050 3.926 5.084
C: 2.354 3.969 3.583
F: 3.675 3.839 3.349
F: 1.960 5.167 3.095
F: 2.598 4.993 5.696
F: 0.691 4.048 5.161
O: 3.605 2.615 6.568
C: 4.772 2.165 6.024
C: 5.855 3.254 6.015
F: 5.444 4.325 5.311
F: 6.963 2.754 5.426
F: 4.597 1.635 4.804
F: 5.241 1.179 6.824
H: 1.622 2.574 6.619
H: 2.281 1.764 5.205
H: 1.813 3.180 3.056
H: 6.087 3.555 7.038

Spin multiplicity: 2
E_LUMO (alpha / beta) (eV): 0.25 / 0.19
Kohn-Sham gap (alpha / beta) (eV): 8.7 / 9.9
Energy (eV): -99192.088
HOMO energy (alpha / beta) (hartree): -0.30867 / -0.35842
Charge: 0

Mulliken population analysis, charges in e, atoms 1 to 8:
1 C -1.621
2 C 1.822
3 C -2.007
4 C -2.471
5 C 2.207
6 Cl -0.104
7 P 0.654
8 O -0.666